Record 1
86
Properties=species:S:1:pos:R:3 method="wB97M-V/def2-TZVPD" e_homo_ev=-1.9 gap_ev=5.96 total_charge=-2
Pb 1.9193 0.9995 0.1287
S 6.0556 0.2018 3.5344
Sb 4.6155 1.4497 2.2760
S 4.5968 0.6302 0.0219
S 2.2912 0.9617 2.7422
S 4.9707 3.7175 2.3591
C 0.8682 6.7027 0.0762
N 1.9968 5.8529 0.4025
C 2.9403 6.2920 1.4218
C 2.1088 4.6603 -0.1700
N 2.2121 3.6128 -0.6522
H 1.2211 7.6902 -0.2340
H 0.2096 6.8263 0.9411
H 0.2985 6.2616 -0.7374
H 3.4593 7.1957 1.0873
H 3.6643 5.4982 1.6067
H 2.4107 6.5072 2.3533
C -1.5934 -4.1954 -1.7799
C -0.8136 -4.8585 -0.8376
C 0.2862 -4.2279 -0.2732
C 0.6198 -2.9241 -0.6434
C -0.1667 -2.2663 -1.5891
C -1.2692 -2.8994 -2.1537
P 2.0717 -1.9841 -0.0130
C 2.3783 -2.6402 1.6526
C 3.6808 -2.6308 2.1483
C 3.9274 -2.9910 3.4652
C 2.8786 -3.3651 4.2940
C 1.5733 -3.3304 3.8184
C 1.3211 -2.9503 2.5083
C 3.3722 -2.7949 -1.0353
C 3.9478 -2.0770 -2.0784
C 4.9024 -2.6670 -2.8990
C 5.2841 -3.9836 -2.6869
C 4.7099 -4.7106 -1.6498
C 3.7611 -4.1178 -0.8282
H -2.4639 -4.6834 -2.2033
H -1.0692 -5.8686 -0.5364
H 0.8778 -4.7469 0.4720
H 0.0489 -1.2291 -1.8319
H -1.8880 -2.3672 -2.8679
H 4.4991 -2.2913 1.5223
H 4.9401 -2.9404 3.8449
H 3.0732 -3.6477 5.3221
H 0.7463 -3.5749 4.4759
H 0.2991 -2.8738 2.1528
H 3.6698 -1.0400 -2.2286
H 5.3563 -2.0907 -3.6965
H 6.0367 -4.4410 -3.3193
H 5.0050 -5.7399 -1.4782
H 3.3275 -4.6829 -0.0112
O -0.6512 0.8306 -0.7650
Si -2.2029 0.9912 -0.5771
C -3.0674 -0.6365 -0.1045
C -4.3202 -1.0358 -0.5796
C -4.8791 -2.2575 -0.2116
C -4.1857 -3.1113 0.6373
C -2.9365 -2.7360 1.1232
C -2.3914 -1.5129 0.7564
C -3.0742 1.5848 -2.1672
C -2.4940 1.2674 -3.4013
C -3.0670 1.6742 -4.6014
C -4.2446 2.4164 -4.5931
C -4.8307 2.7584 -3.3801
C -4.2445 2.3510 -2.1848
C -2.7397 2.2474 0.7474
C -2.1851 3.5345 0.7229
C -2.4917 4.4774 1.6941
C -3.3667 4.1524 2.7261
C -3.9347 2.8862 2.7701
C -3.6188 1.9458 1.7921
H -4.8677 -0.3801 -1.2513
H -5.8539 -2.5461 -0.5891
H -4.6135 -4.0676 0.9187
H -2.3885 -3.4036 1.7788
H -1.4126 -1.2189 1.1313
H -1.5647 0.7018 -3.4054
H -2.5937 1.4232 -5.5445
H -4.6998 2.7301 -5.5260
H -5.7403 3.3494 -3.3681
H -4.7048 2.6398 -1.2429
H -1.4874 3.7888 -0.0729
H -2.0452 5.4651 1.6583
H -3.5931 4.8792 3.4977
H -4.6167 2.6282 3.5727
H -4.0610 0.9554 1.8453



Record 2
16
Properties=species:S:1:pos:R:3 method="wB97M-V/def2-TZVPD" e_homo_ev=-8.5 gap_ev=8.95 relative_energy_kj_mol=159.87 total_charge=0
C 1.8108 -0.2518 -0.5387
C 0.8170 0.5919 -1.2991
C 1.2903 -0.5333 0.8572
C -2.2297 0.5354 1.1654
O -0.4975 0.0316 -1.3728
Si -1.1389 -0.5901 0.0155
Cl -2.2567 -2.0983 -0.8031
H 1.9644 -1.1123 -1.1646
H 2.8525 0.0829 -0.5323
H 0.7560 1.6957 -0.8398
H 1.0089 0.6993 -2.3779
H 1.5993 -1.5477 1.3048
H 1.3304 0.2546 1.5261
H -2.0544 1.5259 0.7110
H -3.2750 0.1445 1.0997
H -1.9776 0.5716 2.2486



Record 3
10
Properties=species:S:1:pos:R:3 method="wB97M-V/def2-TZVPD" e_homo_ev="-8.7 / -7.7" gap_ev="6.92 / 6.43" relative_energy_kj_mol=143.16 total_charge=0 smiles="CC=P(I)(I)I"
C -1.0190 -0.9448 0.1715
C 0.0239 0.1469 0.4749
P -2.9889 -0.1344 0.0292
I -4.1271 -2.2024 0.2477
I -3.1760 1.1159 2.0620
I -4.6543 1.1236 -1.5830
H -0.7202 -1.5049 -0.6351
H -0.4139 1.1358 0.6838
H 0.6995 -0.2279 1.3049
H 0.7012 -0.0274 -0.4934



Record-wise max |F| values, in eV/A: 0.6; 5.0; 5.6